No. 1
The following is a DFT calculation (wB97M-V/def2-TZVPD) of an isolated ion of composition C2H5NO2 and charge +1 at a distorted geometry.

## Properties
gap between HOMO and LUMO (spin up / spin down)	0.4328 / 0.2363	Ha
LUMO energy (spin up / spin down)	-4.133 / -9.448	eV
HOMO level (spin up / spin down)	-15.9 / -15.9	eV
⟨S²⟩	0.754

Structure (ORCA input):
```
! RIJCOSX wB97M-V def2-TZVPD def2/J DEFGRID3
* xyz 1 2
O 1.293 1.256 -0.516
C 0.418 0.491 -0.751
O 0.383 -0.334 -1.805
C -0.695 0.189 0.295
N -0.100 -0.515 1.390
H 1.087 0.022 -2.384
H -1.458 -0.375 -0.255
H -0.962 1.175 0.700
H -0.709 -0.854 2.125
H 0.743 -1.056 1.202
*
```

---

No. 2
The following is a DFT calculation (wB97M-V/def2-TZVPD) of an isolated molecule of C8H10N4O5S3 at a distorted geometry.

## Properties
gap between HOMO and LUMO	0.3324	Ha
LUMO energy	-0.323	eV
HOMO level	-9.4	eV

Structure (ORCA input):
```
! RIJCOSX wB97M-V def2-TZVPD def2/J DEFGRID3
* xyz 0 1
C 2.574 1.029 2.562
C 1.689 0.748 1.394
S 0.248 -0.234 1.733
C -0.398 0.310 0.205
C -1.685 -0.057 -0.369
N -2.366 0.750 -1.164
O -3.595 0.023 -1.485
C -3.458 -1.263 -0.986
N -4.220 -2.294 -1.480
C -2.304 -1.387 -0.266
S -1.684 -2.972 0.046
N -0.466 -3.005 -1.036
O -2.437 -4.122 -0.304
O -1.068 -3.076 1.339
C 0.439 1.064 -0.548
C 1.719 1.290 0.093
S 2.917 2.544 -0.402
N 2.342 3.677 0.418
O 2.794 3.071 -1.726
O 4.295 2.171 -0.002
H 2.074 1.470 3.439
H 3.335 1.832 2.399
H 3.031 0.149 2.839
H -4.811 -2.216 -2.306
H -3.787 -3.220 -1.387
H 0.221 -2.283 -0.919
H 0.020 -3.848 -0.768
H 0.267 1.512 -1.530
H 2.901 4.505 0.139
H 1.414 3.833 0.071
*
```

---

No. 3
The following is a DFT calculation (wB97M-V/def2-TZVPD) of an isolated molecule of C4H7NO at a distorted geometry.

## Properties
gap between HOMO and LUMO	0.4066	Ha
LUMO energy	0.828	eV
HOMO level	-10.2	eV

Structure (ORCA input):
```
! RIJCOSX wB97M-V def2-TZVPD def2/J DEFGRID3
* xyz 0 1
C -1.561 -0.104 0.472
C -0.103 -0.485 0.245
C 0.521 -0.400 -1.193
N 0.705 0.420 1.026
C 1.623 1.169 0.843
O 2.497 1.963 0.830
H -1.749 -0.065 1.552
H -2.232 -0.829 0.014
H -1.756 0.893 0.063
H 0.080 -1.495 0.632
H 0.206 -1.208 -1.846
H 0.178 0.567 -1.641
H 1.591 -0.425 -0.995
*
```

---

No. 4
The following is a DFT calculation (wB97M-V/def2-TZVPD) of a 10-piece molecular cluster, C31H84ClN10O19 overall at a distorted geometry.

## Properties
gap between HOMO and LUMO	0.3043	Ha
LUMO energy	1.877	eV
HOMO level	-6.4	eV

Structure (ORCA input):
```
! RIJCOSX wB97M-V def2-TZVPD def2/J DEFGRID3
* xyz -1 1
Cl -0.439 0.686 0.181
O -0.712 1.645 1.195
O 0.425 -0.374 0.685
O -1.677 0.094 -0.309
O 0.200 1.317 -0.976
C -2.535 -0.976 -3.873
O -2.621 -1.381 -5.023
N -3.193 -1.335 -2.855
N -1.655 -0.057 -3.547
H -4.034 -1.893 -2.842
H -2.843 -0.970 -1.980
H -0.959 0.106 -4.260
H -1.544 0.273 -2.599
C 3.655 1.912 0.599
O 4.008 0.912 0.004
N 4.388 2.707 1.350
N 2.410 2.296 0.662
H 3.834 3.413 1.814
H 5.369 2.582 1.553
H 1.684 1.812 0.153
H 1.989 2.887 1.365
C 1.144 5.060 2.442
O 2.105 4.353 2.355
N -0.021 4.642 2.016
N 1.118 6.299 2.895
H -0.213 3.721 1.647
H -0.793 5.291 2.062
H 1.986 6.717 3.199
H 0.268 6.824 2.743
C 1.898 0.938 4.820
O 0.684 1.275 5.462
C -0.414 1.591 4.626
C -1.495 2.340 5.435
N -2.478 1.392 6.044
C -3.657 1.941 6.616
C -4.813 0.913 6.826
O -5.978 1.457 7.453
C -5.759 2.155 8.655
H 2.668 0.891 5.590
H 2.220 1.728 4.142
H 1.942 0.012 4.246
H -0.810 0.653 4.238
H -0.189 2.323 3.850
H -2.087 2.863 4.685
H -1.047 3.099 6.076
H -2.565 0.495 5.587
H -4.135 2.732 6.038
H -3.333 2.292 7.596
H -4.701 -0.005 7.402
H -5.206 0.687 5.835
H -5.037 1.664 9.307
H -6.686 2.288 9.213
H -5.344 3.159 8.574
C -0.960 -3.305 -0.757
O -0.789 -4.589 -0.185
C -0.405 -4.615 1.154
C -0.048 -6.046 1.599
N 0.226 -6.140 3.061
C 0.059 -7.535 3.531
C -0.031 -7.539 5.059
O 1.177 -8.044 5.605
C 1.169 -8.083 7.020
H -1.858 -2.779 -0.435
H -1.071 -3.451 -1.832
H -0.156 -2.604 -0.534
H -1.234 -4.273 1.773
H 0.444 -4.006 1.464
H 0.705 -6.606 1.044
H -0.995 -6.542 1.388
H -0.473 -5.632 3.584
H 0.933 -8.004 3.080
H -0.791 -8.072 3.110
H -0.852 -8.175 5.390
H -0.278 -6.554 5.454
H 0.326 -8.694 7.344
H 1.106 -7.055 7.378
H 1.980 -8.667 7.455
C 0.446 2.650 -4.589
O 0.688 1.368 -5.084
C 0.381 1.089 -6.479
C 1.113 -0.229 -6.752
N 1.098 -0.576 -8.195
C 1.941 -1.750 -8.472
C 3.378 -1.950 -7.837
O 3.277 -2.607 -6.561
C 4.570 -3.018 -6.041
H 0.632 2.758 -3.521
H -0.542 3.001 -4.886
H 1.173 3.347 -5.005
H 0.908 1.794 -7.121
H -0.679 1.002 -6.721
H 0.568 -1.019 -6.235
H 2.114 -0.255 -6.323
H 0.135 -0.709 -8.470
H 2.094 -1.740 -9.551
H 1.340 -2.596 -8.137
H 3.934 -1.020 -7.716
H 3.942 -2.540 -8.560
H 5.151 -2.165 -5.690
H 5.230 -3.497 -6.765
H 4.472 -3.658 -5.164
C 0.226 6.693 -3.163
O -0.934 5.920 -2.931
C -0.725 5.016 -1.776
C -1.967 4.168 -1.644
N -3.211 4.922 -1.525
C -4.407 4.134 -1.493
C -4.539 3.048 -2.603
O -5.614 2.109 -2.357
C -5.887 1.235 -3.438
H 1.045 6.062 -3.510
H 0.503 7.496 -2.480
H 0.044 7.185 -4.119
H -0.650 5.635 -0.881
H 0.114 4.326 -1.855
H -1.853 3.554 -0.751
H -1.830 3.524 -2.514
H -3.359 5.554 -2.300
H -5.236 4.842 -1.471
H -4.514 3.616 -0.539
H -3.678 2.457 -2.914
H -4.765 3.671 -3.468
H -6.736 0.667 -3.057
H -5.048 0.579 -3.669
H -6.290 1.676 -4.350
C 3.167 -0.630 -2.812
C 2.274 -1.474 -1.858
O 2.505 -2.879 -2.007
O 4.474 -0.412 -2.217
H 2.744 0.365 -2.947
H 3.427 -1.090 -3.765
H 1.242 -1.308 -2.167
H 2.511 -1.131 -0.851
H 2.076 -3.075 -2.843
H 4.433 0.118 -1.418
C 4.418 -2.039 2.556
C 3.238 -2.570 1.720
O 3.737 -3.372 0.678
O 5.388 -2.995 2.883
H 4.105 -1.558 3.482
H 4.799 -1.172 2.016
H 2.509 -1.802 1.463
H 2.669 -3.184 2.418
H 3.197 -3.161 -0.088
H 5.829 -2.831 3.720
*
```

---

No. 5
The following is a DFT calculation (wB97M-V/def2-TZVPD) of C3H3Li2O3Yb as an isolated structure at a distorted geometry.

## Properties
gap between HOMO and LUMO (spin up / spin down)	0.3007 / 0.2269	Ha
LUMO energy (spin up / spin down)	-8.332 / -10.151	eV
HOMO level (spin up / spin down)	-16.5 / -16.3	eV
⟨S²⟩	0.761

Structure (ORCA input):
```
! RIJCOSX wB97M-V def2-TZVPD def2/J DEFGRID3
* xyz 2 2
O -1.491 0.082 0.734
Li -1.809 -0.542 2.474
C -0.256 0.151 0.567
O 0.164 0.125 -0.704
C 1.624 0.319 -0.830
H 1.766 1.235 -1.424
H 1.988 -0.522 -1.442
Yb 2.079 0.344 1.449
C 0.296 -0.175 3.683
O 1.546 -0.423 3.561
Li 0.989 -2.432 4.030
H 0.096 0.929 3.670
*
```

---

No. 6
The following is a DFT calculation (wB97M-V/def2-TZVPD) of an isolated molecule of C5H9N3 at a distorted geometry.

## Properties
gap between HOMO and LUMO	0.3344	Ha
LUMO energy	0.987	eV
HOMO level	-8.1	eV

Structure (ORCA input):
```
! RIJCOSX wB97M-V def2-TZVPD def2/J DEFGRID3
* xyz 0 1
H -2.874 -0.619 -0.398
N -2.171 -1.297 -0.384
C -1.112 -0.846 0.197
N 0.074 -1.593 0.049
C 1.413 -1.099 0.250
C 1.600 0.262 -0.460
N 0.372 1.045 -0.011
C -0.834 1.895 -0.198
C -0.808 0.619 0.605
H -0.131 -2.385 -0.503
H 1.666 -0.907 1.359
H 2.088 -1.820 -0.176
H 2.469 0.853 -0.082
H 1.620 0.366 -1.572
H -1.536 2.129 -0.983
H -0.922 2.732 0.587
H -0.915 0.666 1.721
*
```

---

Number 1: E_tot -7730.6504 eV. Number 2: E_tot -57157.5106 eV. Number 3: E_tot -7798.9883 eV. Number 4: E_tot -99823.8790 eV. Number 5: E_tot -41222.2713 eV. Number 6: E_tot -9797.8163 eV.